Molecular formula: C7H4F4N2O2
Method: DFT, ωB97M-V with the def2-TZVPD basis set

Last column: Löwdin charge in e.
Element x y z (Å)
C1 0.43 -2.12 0.18  0.0383
C2 0.46 0.21 0.07  -0.0559
C3 -0.35 -0.97 0.19  -0.1368
C4 1.73 -0.34 0.09  -0.1354
C5 0.08 1.68 0.10  -0.3356
C6 -2.42 -0.15 -0.46  -0.3735
C7 3.09 0.26 0.02  -0.5085
N1 -1.06 2.17 0.12  0.0578
N2 -3.67 0.19 -0.06  0.1999
O1 1.70 -1.66 0.16  0.0846
O2 -1.76 -0.96 0.38  0.1093
F1 -2.21 -0.11 -1.77  0.1787
F2 3.33 1.01 -1.13  0.0995
F3 3.33 1.22 0.93  0.1411
F4 4.05 -0.67 0.14  0.1646
H1 0.11 -3.08 0.32  0.1160
H2 1.11 2.14 0.18  0.0952
H3 -3.99 1.09 -0.37  0.1184
H4 -3.97 0.11 0.92  0.1424

The calculation puts the relative energy (zero: lowest compared OMol25 entry of this formula, charge and spin) at 0.00 kcal/mol. The value obtained for the highest occupied orbital energy (alpha / beta) is -7.16 / -7.17 eV. The maximum force is 0.09732 hartree/bohr. The value obtained for the total energy is -25264.1688 eV.